A 3-piece molecular cluster, C4H15NO2 overall in a non-equilibrium geometry, computed with ωB97M-V/def2-TZVPD.

- charge = 0
- highest occupied orbital energy (Eh) = -0.296
- F_max (eV/A) = 2.5
- structure (SMILES) = CCNCC.O.O
- relative energy (zero: lowest compared OMol25 entry of this formula, charge and spin) (kcal/mol) = 43.1
- frontier orbital gap (hartree) = 0.3223

Structure (XYZ):
```
22
C4H15NO2, DFT ωB97M-V/def2-TZVPD
C -1.7919 2.1122 0.3451
C -0.9394 0.8548 0.4583
N 0.0387 0.6240 -0.6370
C 1.4344 0.5301 -0.2514
C 2.2808 0.1677 -1.4511
H -1.5974 2.6432 1.2839
H -2.8513 1.9079 0.2751
H -1.5527 2.8324 -0.4235
H -0.1928 0.8814 1.2453
H -1.5908 -0.0091 0.6038
H -0.1662 0.3758 -1.5864
H 1.7362 1.4686 0.2399
H 1.6239 -0.1829 0.5736
H 1.9769 0.8283 -2.2723
H 3.3186 0.2127 -1.1263
H 1.9763 -0.8007 -1.8542
O -0.9614 -2.2367 -2.8257
H -0.7237 -1.6183 -3.5430
H -0.0734 -2.3288 -2.4238
O -0.1848 -1.5161 4.2156
H 0.0397 -0.9757 4.9601
H 0.6160 -1.5805 3.6678
```